1.
Here is a molecular structure, C28H38N4P2Tc at a distorted geometry from the OMol25 dataset. Energies are from ωB97M-V/def2-TZVPD.

Values from the calculation:
HOMO (spin up / spin down) = -0.494 / -0.503 Eh
LUMO energy (spin up / spin down) = -7.55 / -7.61 eV
expectation value of S² = 3.781
charge = +2
E_tot = -56365.113 eV
multiplicity = 4
gap between HOMO and LUMO (spin up / spin down) = 5.90 / 6.07 eV
energy above the lowest of the compared OMol25 structures with the same formula, charge and spin = 29.3 kcal per mole

The geometry in XYZ format:
```
73
Properties=species:S:1:pos:R:3:forces:R:3:mulliken_charge:R:1
Tc 2.6299 0.9643 -3.0116 -2.2994 0.9486 3.6973 -0.2851
C 4.3520 2.9241 -3.2902 -0.0259 1.8110 -1.2016 0.5628
C 3.1606 3.2290 -3.9143 1.2621 1.0445 0.5382 -1.2225
C 2.8805 3.0094 -5.3609 -0.0958 -0.2846 -0.2837 -1.2081
C 3.3412 1.6361 -5.8575 -0.4469 0.4624 -0.6636 -1.5250
C 3.1909 0.5172 -4.8529 1.1582 -1.9679 -1.7481 0.5759
C 4.1776 0.0754 -3.8465 1.4735 -0.7787 -1.9149 -0.4689
C 5.5275 0.7494 -3.7329 0.5317 -0.1902 0.2026 -1.0536
C 5.5419 2.2703 -3.8992 0.6803 -0.4102 -0.2461 -1.3883
C 1.9566 -0.6129 -1.7502 0.6979 -0.9106 0.7014 -1.8481
H 4.6715 3.6180 -2.4990 -0.8083 -0.8352 0.0445 0.7769
H 2.6697 4.1067 -3.4793 0.0398 -0.4703 0.0646 1.3312
H 3.4226 3.7653 -5.9409 -0.1435 0.1689 0.1702 0.4435
H 1.8131 3.1727 -5.5583 0.3498 -0.0135 -0.0917 0.3022
H 2.7135 1.4057 -6.7303 0.2944 -0.1289 0.2026 0.4609
H 4.3635 1.7116 -6.2373 -0.1078 -0.2300 0.1344 0.3503
H 2.7380 -0.3363 -5.3614 -0.1751 0.1901 0.3950 0.9227
H 4.2808 -1.0218 -3.7768 -0.2572 0.4808 0.1317 0.4963
H 6.1698 0.3091 -4.5057 0.1256 -0.0372 0.2993 0.4343
H 5.9554 0.5299 -2.7520 0.1132 -0.2672 -0.1141 0.3922
H 6.4334 2.6813 -3.3986 -0.3068 -0.2772 -0.0891 0.4291
H 5.6950 2.5165 -4.9566 -0.4204 0.1651 0.1962 0.3282
H 2.8599 -0.8311 -1.1573 0.1903 -0.0640 -0.2189 0.5756
H 1.6454 -1.5663 -2.1923 0.1391 0.2253 0.1880 0.7154
H 1.2032 -0.3817 -0.9828 -0.0514 0.1769 -0.5740 0.4383
P 0.3226 0.3584 -3.5195 -2.1331 -2.2514 -0.8568 0.3879
P 1.3230 3.1158 -1.1025 0.6998 0.2345 1.7803 0.8335
N 0.3848 -0.9469 -4.7251 0.6267 1.0243 0.9475 1.4563
N -1.2252 -0.1748 -2.7897 1.0015 -0.0411 0.2208 0.7393
N 2.9934 3.9270 -0.7355 -2.2022 -0.3281 -1.1395 0.9931
N 0.0457 3.8153 -0.2094 0.6055 0.3377 -1.0443 0.5861
C -0.1500 2.0424 -3.9865 -0.0998 -0.0269 -0.7714 -1.2392
C 0.2590 3.0778 -2.9077 0.1865 1.2710 0.1421 -1.8572
C 1.3479 -1.9739 -4.6704 0.1753 -0.3065 -1.0106 -0.9203
C 1.2104 -2.7725 -5.7926 -0.2552 1.0767 0.9524 -0.5654
C 0.1144 -2.2474 -6.5481 -0.2912 0.8348 0.6309 -0.8881
C -0.3966 -1.1552 -5.8584 0.4003 -0.4812 -0.5489 -0.5147
C -1.4598 -1.5581 -2.6073 -1.0412 0.0576 -0.1061 -0.3936
C -2.8210 -1.8002 -2.6975 1.1486 0.6016 -0.0260 -0.6410
C -3.4764 -0.5332 -2.8986 1.1285 0.4746 0.0470 -0.7717
C -2.4932 0.4388 -2.9164 -0.4713 -0.3604 -0.3251 -0.5391
C 4.1804 3.2472 -0.4177 0.7133 0.0416 0.6923 -0.9090
C 5.0659 4.1395 0.1747 -1.5893 -0.5982 -0.3585 -0.4740
C 4.3914 5.3979 0.2656 -0.9897 -0.1586 -0.8524 -0.9759
C 3.1605 5.2517 -0.3574 0.6406 0.5061 0.5512 -0.3021
C -0.1644 5.1711 0.0288 -0.6942 0.0482 1.0653 -0.3885
C -1.1298 5.2723 1.0178 0.6546 -0.3185 -0.8336 -0.8436
C -1.5931 3.9372 1.3230 0.6476 0.0347 -0.8782 -0.6653
C -0.9113 3.0650 0.5046 -0.0373 0.3253 0.9111 -0.2677
H -1.2348 2.0752 -4.1505 0.2737 0.2577 0.2806 1.1534
H 0.2651 2.2801 -4.9822 0.1777 -0.1117 0.6230 0.2509
H 0.8421 3.8797 -3.3734 -0.5027 -0.0548 0.0434 0.9284
H -0.6531 3.4921 -2.4745 0.2064 -0.0099 0.2060 0.6219
H 2.1242 -2.0040 -3.9160 -0.3407 -0.0424 -0.2480 0.2836
H 1.8456 -3.6126 -6.0321 -0.1644 0.0263 0.0042 0.4956
H -0.2288 -2.6168 -7.5034 -0.1492 0.0226 0.1776 0.4703
H -1.2368 -0.4987 -6.0526 0.1341 -0.2081 -0.1074 0.4656
H -0.6330 -2.2415 -2.4334 -0.2959 0.1621 -0.2248 0.3983
H -3.3006 -2.7716 -2.6674 0.1589 0.1996 0.1484 0.4562
H -4.5401 -0.3655 -3.0459 0.3330 0.0097 0.2212 0.4775
H -2.5858 1.5213 -2.9858 -0.1190 -0.4867 0.0054 0.3920
H 4.3640 2.2128 -0.6964 -0.1988 0.2925 0.2502 0.3926
H 6.0511 3.8976 0.5421 -0.0506 -0.0274 -0.0830 0.5135
H 4.7461 6.3053 0.7375 0.0030 -0.1292 -0.2204 0.4579
H 2.3738 5.9569 -0.5651 0.2270 0.1081 0.2655 0.3671
H 0.4098 5.8940 -0.5416 -0.3378 0.0063 0.4478 0.5487
H -1.4565 6.2016 1.4620 -0.0730 -0.1534 -0.0611 0.4661
H -2.3255 3.6423 2.0666 0.0280 0.1555 -0.3029 0.4784
H -1.0045 1.9883 0.3819 0.0153 0.4549 0.1482 0.2820
C 1.7087 1.8697 0.1436 0.1546 -1.5092 -0.0607 -1.8738
H 0.8276 1.2834 0.4073 0.1879 -0.0516 -0.2008 0.6251
H 2.0573 2.3935 1.0560 -0.2071 -0.0034 -0.7167 0.4213
H 2.4846 1.1775 -0.2140 -0.2024 0.2870 0.3948 0.5514
```
Forces are in eV/Å.



2.
Here is 2 unconnected molecules or ions with the total composition C4H7ClOS at a distorted geometry from the OMol25 dataset. Energies are from ωB97M-V/def2-TZVPD.

Values from the calculation:
HOMO (spin up / spin down) = -0.311 / -0.311 Eh
LUMO energy (spin up / spin down) = -1.70 / -1.70 eV
charge = 0
E_tot = -29660.466 eV
gap between HOMO and LUMO (spin up / spin down) = 6.76 / 6.76 eV
energy above the lowest of the compared OMol25 structures with the same formula, charge and spin = 140.5 kcal per mole

The geometry in XYZ format:
```
14
Properties=species:S:1:pos:R:3:forces:R:3:mulliken_charge:R:1
C -1.8830 -0.3519 -0.3500 3.7289 1.2751 1.1213 -0.0959
C 1.3089 0.8298 -0.6400 4.5772 1.5102 1.4987 -0.8433
C 0.5528 -1.4069 0.3361 -1.6758 2.4452 -0.5375 -0.6596
C 1.2303 -0.1252 0.5126 -0.2460 1.0855 2.1955 -0.1740
O -3.4995 1.5344 0.1758 -2.0810 1.0605 0.5039 -0.5330
S -2.0973 1.2351 0.0208 1.4327 -2.2339 -0.9607 0.3575
Cl -2.9667 -1.5568 -0.2519 -1.4896 -1.1322 -0.1545 -0.0884
H 0.3662 0.7962 -0.8886 -4.9640 0.8158 -2.4250 0.1925
H 1.5921 1.8463 -0.1622 -0.4018 -1.5299 -1.2197 0.2519
H 1.9726 0.5786 -1.4845 -0.2200 0.0096 0.4983 0.3514
H -0.0616 -1.7612 1.1322 0.0099 -0.6918 0.3175 0.3804
H 0.6965 -1.9136 -0.5663 0.0779 -1.2626 -1.0256 0.3200
H 2.2491 -0.0977 0.9145 -0.0515 -0.9441 0.5757 0.3707
H 0.5397 0.3930 1.2517 1.3029 -0.4075 -0.3879 0.1698
```
Forces are in eV/Å.



3.
Here is 10 unconnected molecules or ions with the total composition C27H63N9O13S at a distorted geometry from the OMol25 dataset. Energies are from ωB97M-V/def2-TZVPD.

Values from the calculation:
HOMO = -0.072 Eh
LUMO energy = 3.54 eV
charge = -2
E_tot = -79887.908 eV
gap between HOMO and LUMO = 5.49 eV
energy above the lowest of the compared OMol25 structures with the same formula, charge and spin = 117.6 kcal per mole

The geometry in XYZ format:
```
113
Properties=species:S:1:pos:R:3:forces:R:3:mulliken_charge:R:1
S 14.8665 5.2857 2.9504 1.0391 -0.5765 -3.0458 0.8711
O 13.6774 6.0323 2.6037 -2.3936 1.7269 -0.9281 -0.7146
O 14.5552 3.8560 2.8643 -0.0295 -1.9530 0.1265 -0.7439
O 15.9430 5.5802 1.9052 -0.2852 0.1290 1.2768 -0.7446
O 15.2214 5.6420 4.3030 1.6871 0.6338 2.5049 -0.6724
C 17.3294 9.8511 -1.8557 1.3633 -0.3681 1.3352 -1.0081
C 16.2280 9.0259 -2.3856 -1.0699 1.3111 -2.6299 0.7829
O 15.8856 9.2614 -3.5565 -0.1176 -0.2597 0.5324 -0.7011
N 15.5999 8.1254 -1.6474 0.2452 -0.9751 1.7937 -0.0983
C 14.3656 7.4984 -1.9799 -1.0184 -0.4074 -1.6932 -0.9539
H 17.2216 10.9319 -1.9470 -0.4881 -0.2316 -0.3898 0.2839
H 18.2139 9.5514 -2.4178 0.1673 0.1744 0.0588 0.2580
H 17.5145 9.6567 -0.7992 0.1516 -0.0944 0.1105 0.2929
H 15.9515 7.8084 -0.7552 0.2557 0.4639 0.1519 0.1836
H 14.2278 7.4604 -3.0605 0.4024 0.0559 -0.1697 0.3582
H 13.4984 8.0831 -1.6727 0.0168 -0.1180 0.6147 0.2723
H 14.3128 6.4584 -1.6579 0.0594 0.3008 0.5149 0.3280
C 9.1651 6.9876 0.4264 -0.9613 0.3789 1.4142 -1.0092
C 9.0938 5.5178 0.0720 -2.0589 0.1879 -1.3547 0.6481
O 8.0058 5.0397 -0.3962 3.0091 1.0346 1.1027 -0.6940
N 10.1802 4.7816 0.3196 -1.1992 -0.4888 -0.4781 -0.0967
C 10.0385 3.3581 0.1255 2.0131 -0.4179 -0.2792 -0.9700
H 8.2519 7.0278 1.0202 -0.3942 0.5614 -0.1219 0.2933
H 9.0936 7.7741 -0.3248 -0.0460 -0.6494 -0.4670 0.2694
H 9.8883 7.3347 1.1644 0.6976 -0.5852 -0.2885 0.3119
H 10.9617 5.1128 0.8670 0.0247 0.2344 -0.0865 0.2939
H 11.0831 3.0467 0.1164 0.0209 -0.6831 0.8207 0.4089
H 9.7856 3.0378 -0.8852 -0.9072 0.5732 0.0900 0.2866
H 9.4377 2.8840 0.9016 0.0478 -0.1092 -0.2128 0.2603
C 17.4286 10.8546 4.6433 0.3421 -0.0583 -0.6475 -0.9581
C 17.9410 10.7129 6.0455 1.8953 3.8926 0.1514 0.7573
O 18.6265 11.6237 6.6156 -1.7532 -2.2303 -1.2208 -0.7171
N 17.5821 9.5828 6.5959 -0.2460 -1.4059 1.6028 -0.1240
C 18.0814 9.2251 7.9219 1.1221 -0.6355 -0.5787 -0.9412
H 17.1211 9.8953 4.2270 -0.3022 0.0041 0.0681 0.3215
H 18.2286 11.1929 3.9848 -0.0746 0.3866 0.1506 0.2909
H 16.5878 11.5481 4.6254 0.1062 0.0340 -0.0832 0.1975
H 17.2792 8.8900 5.9262 -0.2543 -0.3064 0.5968 0.2429
H 17.4192 9.3100 8.7835 -0.3827 0.1463 -0.4369 0.2677
H 18.9711 9.8305 8.0956 -0.2194 0.2592 0.1219 0.3354
H 18.4732 8.2102 7.8537 -0.3141 -0.2015 0.2029 0.3241
C 13.1698 -1.7449 2.7078 0.7847 0.7914 -0.5604 -0.9720
C 12.8871 -1.4893 4.1776 -0.5801 -1.9529 -0.5118 0.7231
O 12.5843 -2.4408 4.9168 0.4039 1.5030 -0.1786 -0.6720
N 13.0810 -0.2180 4.5507 0.4322 0.4126 -1.6393 -0.0927
C 13.0726 0.2429 5.8711 -0.7623 0.1195 1.4413 -0.9277
H 14.2261 -2.0065 2.6448 0.1353 -0.2966 0.1220 0.1891
H 13.1486 -0.8172 2.1360 -0.3137 0.1071 -0.0786 0.2896
H 12.6273 -2.5072 2.1485 -0.3174 0.0001 0.6919 0.3189
H 13.1922 0.5244 3.8750 0.1248 -0.4918 -0.3880 0.2235
H 13.3808 1.2876 5.9108 0.2576 -0.1927 -0.0274 0.3523
H 13.7012 -0.4083 6.4784 -0.1081 0.2244 0.3138 0.2799
H 12.0330 0.2078 6.1969 0.0250 -0.0435 0.7488 0.2837
C 10.0701 5.0040 5.8849 -0.2126 0.0607 0.4641 -1.0051
C 10.3279 5.7679 7.2053 -0.9713 -1.2263 -3.3549 0.6626
O 9.4284 6.1554 7.8745 -2.4096 0.6813 2.5260 -0.6409
N 11.5813 6.0437 7.4192 3.2806 -0.1543 -0.0120 -0.1333
C 12.1300 6.6303 8.6066 -0.1232 0.7211 0.0280 -0.8603
H 10.7452 4.1546 5.7816 0.2305 0.3147 -0.3428 0.2767
H 10.1376 5.7283 5.0731 0.4560 -0.2157 -0.1952 0.2574
H 9.0551 4.6109 5.8277 -0.0347 0.1639 0.4296 0.3238
H 12.2169 6.0395 6.6343 -0.0576 -0.5367 -0.0739 0.2621
H 11.8366 7.6798 8.6263 0.1752 0.2052 0.4206 0.2867
H 13.2148 6.5502 8.5360 -0.0797 0.0797 0.1167 0.3052
H 11.7914 6.1550 9.5272 -0.1288 -0.1145 -0.1723 0.2681
C 19.5793 4.3256 5.3206 -0.4525 0.3316 -1.0580 -0.9023
C 19.2636 3.6998 6.6068 -0.1802 -1.5433 1.3727 0.8079
O 20.0453 3.0055 7.2028 2.2013 -1.2111 0.9398 -0.7012
N 18.0462 3.8631 7.1353 -1.8035 1.8217 -1.1914 -0.1394
C 17.3513 3.2851 8.2641 0.4255 -0.2948 -0.0757 -0.8332
H 18.6303 4.4756 4.8058 0.1903 0.8930 -0.2943 0.2947
H 20.1654 3.6893 4.6575 0.0857 -0.2675 0.4599 0.2778
H 20.1897 5.2041 5.5297 -0.3804 0.3220 -0.3173 0.2038
H 17.4221 4.3706 6.5245 -0.2575 0.0779 0.0140 0.1312
H 18.0029 2.7891 8.9834 0.2314 0.0925 -0.3078 0.3235
H 16.6447 2.5564 7.8667 -0.1700 -0.0859 0.2815 0.2693
H 16.8130 4.0755 8.7871 -0.0778 -0.0544 -0.0164 0.2697
C 21.1969 7.8066 1.2022 -1.7337 0.2870 1.2759 -0.9714
C 21.3690 6.9832 -0.0269 0.9781 1.4195 0.1464 0.7049
O 22.4874 7.1931 -0.5247 -1.3161 -1.7549 -1.1654 -0.6568
N 20.2950 6.2525 -0.4766 1.8799 1.5845 -0.0031 -0.1382
C 20.2815 5.6048 -1.7724 -0.4508 -1.3408 1.0832 -0.9681
H 21.3463 8.8638 0.9831 0.3270 -0.1506 -0.3006 0.2473
H 21.8757 7.5312 2.0094 0.0688 -0.1503 -0.2445 0.2592
H 20.1786 7.7713 1.5894 -0.1298 -0.2152 0.2933 0.3095
H 19.4304 6.2927 0.0439 0.2133 0.0170 0.0418 0.2499
H 20.9937 5.9656 -2.5144 -0.2926 0.4933 0.2888 0.3120
H 19.2295 5.5911 -2.0571 0.2537 0.1219 -0.6773 0.3158
H 20.5429 4.5742 -1.5322 0.0743 -0.3439 -0.6595 0.3363
C 15.6304 1.2181 -1.0975 -1.3960 1.0485 0.6254 -0.9906
C 16.5807 0.3337 -0.3783 1.5727 -1.6815 -1.2037 0.7054
O 17.0504 -0.6674 -0.9965 -0.5623 2.0522 1.8950 -0.6865
N 16.8475 0.6666 0.9158 -0.0513 -0.6753 -0.5315 -0.0721
C 17.7692 -0.0867 1.7366 0.4947 0.0992 0.3029 -0.8988
H 15.2918 2.0944 -0.5447 0.1894 -0.0413 0.6172 0.3180
H 14.7425 0.5879 -1.1487 -0.1811 0.1095 -0.7955 0.2320
H 15.9198 1.6870 -2.0380 0.3369 -0.9766 -0.2059 0.3075
H 16.2644 1.3622 1.3587 0.1510 0.2719 -0.0810 0.2040
H 18.5606 -0.5121 1.1195 -0.2338 -0.0517 -0.1111 0.3019
H 17.3268 -0.8789 2.3406 -0.3347 -0.1844 -0.2604 0.2520
H 18.2541 0.5682 2.4604 -0.0832 0.2660 -0.1202 0.3315
C 12.3368 10.8656 5.3186 0.5889 -1.5322 -0.1812 -0.9539
C 12.3297 11.4880 3.9658 -2.8998 3.4129 -0.7272 0.7529
O 11.7674 12.6132 3.8602 1.3558 -1.4085 -0.1548 -0.6994
N 12.7195 10.8127 2.8620 1.0965 -0.2373 -0.9125 -0.1183
C 12.7064 11.3595 1.4579 -1.1988 0.6896 1.4778 -0.9086
H 12.6291 11.5062 6.1507 0.5620 0.1666 -0.5415 0.2974
H 12.9577 9.9825 5.1680 0.2292 -0.2333 1.0243 0.2617
H 11.3541 10.5203 5.6397 -0.2294 -0.0230 -0.5876 0.2583
H 13.0473 9.8622 2.9584 0.0782 0.0179 0.0590 0.1666
H 12.6979 12.4491 1.4861 0.4225 0.0252 0.4539 0.3340
H 11.7114 11.1814 1.0502 0.1729 -0.5708 -0.3986 0.2873
H 13.5188 11.0458 0.8025 -0.1231 -0.4866 0.4738 0.3234
```
Forces are in eV/Å.